Model 1:
Molecular formula: C4H8O
Method: DFT, wB97M-V/def2-TZVPD

Calculated values
- highest occupied orbital energy (eV) = -8.60
- SMILES = COC1=CC1.[H][H]

Last column: Mulliken charge in e.
Cartesian coordinates (Å):
O (1.00, -0.91, 0.43)  -0.363
C (1.82, 0.24, 0.61)  -0.609
C (-1.50, -1.10, 0.17)  -0.395
C (-0.30, -0.66, 0.36)  0.336
C (-1.34, 0.39, 0.48)  -0.565
H (-0.39, 0.43, -2.82)  0.212
H (1.84, 0.85, -0.30)  0.283
H (1.46, 0.85, 1.44)  0.313
H (-0.08, 0.00, -2.30)  -0.217
H (2.82, -0.13, 0.83)  0.210
H (-1.47, 1.13, -0.32)  0.203
H (-2.22, -1.87, -0.03)  0.357
H (-1.63, 0.78, 1.46)  0.235

---

Model 2:
Molecular formula: C4H8O
Method: DFT, wB97M-V/def2-TZVPD

Calculated values
- highest occupied orbital energy (eV) = -9.77
- SMILES = CC(C)C=O

Last column: Mulliken charge in e.
Cartesian coordinates (Å):
O (-1.47, -0.59, 0.88)  -0.467
C (-0.53, -0.99, 0.24)  -0.211
C (0.47, -0.09, -0.42)  0.816
C (-0.19, 0.98, -1.28)  -1.486
C (1.41, 0.54, 0.62)  -1.315
H (0.51, 1.56, -1.88)  0.379
H (-0.35, -2.08, 0.19)  0.354
H (-0.76, 1.69, -0.67)  0.340
H (-0.86, 0.60, -2.06)  0.368
H (2.45, 0.57, 0.29)  0.327
H (1.13, 1.55, 0.91)  0.320
H (1.03, -0.71, -1.12)  0.217
H (1.38, -0.02, 1.55)  0.359

---

Decreasing stability: model 2, model 1

---

Model 1:
Molecular formula: C4H8O
Method: DFT, wB97M-V/def2-TZVPD

Calculated values
- highest occupied orbital energy (eV) = -9.23
- SMILES = C=CC.C=O

Last column: Mulliken charge in e.
Cartesian coordinates (Å):
O (-0.78, -1.34, 2.04)  -0.391
C (-1.50, -0.39, 1.85)  -0.001
C (1.76, 0.44, -0.58)  -0.951
C (-0.63, 0.25, -1.32)  -0.861
C (0.45, -0.30, -0.73)  -0.044
H (2.44, 0.20, -1.39)  0.268
H (-0.90, 1.28, -1.11)  0.351
H (-1.41, -0.46, -1.62)  0.317
H (0.52, -1.34, -0.42)  0.366
H (-1.94, 0.23, 2.64)  0.260
H (2.20, 0.06, 0.36)  0.274
H (-1.77, -0.13, 0.81)  0.141
H (1.56, 1.52, -0.52)  0.272

---

Model 2:
Molecular formula: C4H8O
Method: DFT, wB97M-V/def2-TZVPD

Calculated values
- highest occupied orbital energy (eV) = -10.15
- SMILES = CC[C@H]1CO1

Last column: Mulliken charge in e.
Cartesian coordinates (Å):
O (-1.57, 1.03, -0.88)  -0.420
C (-0.23, -0.15, 0.84)  -0.203
C (-0.28, 0.59, -0.52)  -0.164
C (-0.92, 0.22, -1.84)  -0.340
C (1.19, -0.49, 1.29)  -1.174
H (0.57, 1.21, -0.74)  0.355
H (1.19, -1.04, 2.24)  0.339
H (-0.83, -1.06, 0.78)  0.300
H (-0.71, 0.48, 1.62)  0.220
H (1.80, 0.41, 1.42)  0.310
H (1.69, -1.12, 0.54)  0.317
H (-0.80, 0.77, -2.80)  0.253
H (-1.11, -0.85, -1.93)  0.206

---

Decreasing stability: model 2, model 1